# 1
Formula: C6H14NO
Source: the OMol25 dataset
Level of theory: ωB97M-V with the def2-TZVPD basis set

net charge	+2
largest force on an atom	3.52	eV/Å
HOMO level (spin up / spin down)	-0.6749 / -0.6744	Ha
spin multiplicity	2
Kohn-Sham gap (spin up / spin down)	0.3456 / 0.2096	Ha
lowest unoccupied orbital energy (spin up / spin down)	-8.96 / -12.65	eV
E	-366.2295	hartree
ΔE to the lowest compared entry with this formula, charge and spin	1.138	eV

Last column: Löwdin spin population.
Element x y z (Å)
C  -1.658596  1.655322  0.372135  0.001
O  -1.907538  2.004592  1.697078  0.003
C  -0.511173  0.686549  0.327539  0.015
C  0.207798  0.354832  -1.032102  0.039
C  1.275717  -0.682501  -0.773426  0.301
C  1.475806  -1.756781  -1.622786  0.472
C  2.199990  -0.529187  0.376874  0.065
N  -1.319910  -0.762664  0.579702  0.004
H  -2.590364  1.173044  0.022254  0.000
H  -1.456524  2.483393  -0.327778  0.000
H  -1.905250  2.951917  1.875850  0.000
H  0.015234  0.733297  1.286630  0.000
H  0.697944  1.333328  -1.380609  0.017
H  -0.562530  0.054917  -1.771088  0.000
H  0.742606  -2.144865  -2.326105  0.018
H  2.334924  -2.411038  -1.472050  0.016
H  3.250846  -0.552989  0.015561  0.019
H  1.979240  -1.407564  0.990884  0.027
H  2.149210  0.279440  1.087464  0.002
H  -0.683054  -1.514198  0.870174  0.002
H  -1.951338  -0.648806  1.374630  0.000
H  -1.783031  -1.300047  -0.170838  0.000

Atoms 1-3, force components in eV/Å:
C -0.85 1.08 -0.89
O 0.33 -0.16 0.40
C -1.63 -3.06 -0.57

# 2
Formula: C13H23NO9S
Source: the OMol25 dataset
Level of theory: ωB97M-V with the def2-TZVPD basis set

largest force on an atom	8.82	eV/Å
SMILES string	CCOC(=O)CCC[C@]1(C[C@H](O)CN)OS(=O)(=O)O[C@H]1CC(=O)O
HOMO level	-0.3523	Ha
Kohn-Sham gap	0.3442	Ha
lowest unoccupied orbital energy	-0.22	eV
E	-1638.8816	hartree
ΔE to the lowest compared entry with this formula, charge and spin	8.812	eV

Last column: Löwdin charge in e.
Element x y z (Å)
C  -5.148662  -4.290727  -0.996642  -0.099
C  -3.872582  -4.487765  -2.034114  -0.227
O  -2.598015  -3.964893  -1.510552  -0.107
C  -2.298355  -2.616566  -2.018267  -0.245
O  -3.225336  -1.727762  -2.454437  -0.040
C  -0.691086  -2.167143  -2.007774  -0.095
C  -0.218286  -1.901213  -0.443843  -0.155
C  1.100660  -0.934847  -0.317859  -0.128
C  0.824900  0.531437  0.368362  -0.336
C  2.306270  0.870887  1.024792  -0.081
C  2.438692  0.511411  2.617599  -0.303
O  1.730873  -0.712040  3.042015  -0.101
C  2.059156  1.834632  3.559435  -0.216
N  3.054750  2.930902  3.205715  -0.035
O  -0.344028  0.670071  1.299568  -0.180
S  -0.789133  2.317323  1.078799  0.926
O  -2.119263  2.558871  1.845573  -0.285
O  0.322085  3.410801  1.243366  -0.319
O  -0.861313  2.193058  -0.650089  -0.194
C  0.383861  1.469163  -0.945202  -0.249
C  1.558401  2.149581  -1.856121  -0.018
C  1.549098  3.780090  -1.938277  -0.253
O  2.752078  4.381015  -2.157239  -0.035
O  0.387154  4.675807  -1.861903  -0.008
H  -6.105816  -3.907928  -1.553561  0.082
H  -5.409748  -5.346617  -0.505607  0.083
H  -4.875831  -3.564312  -0.114549  0.088
H  -3.746176  -5.668906  -2.151133  0.134
H  -4.132301  -4.086896  -3.107032  0.131
H  -0.573440  -1.231045  -2.706830  0.116
H  -0.098198  -3.045435  -2.519952  0.128
H  0.118327  -2.970727  -0.033290  0.135
H  -1.152667  -1.551635  0.172096  0.132
H  1.875297  -1.490594  0.401150  0.131
H  1.628904  -0.867648  -1.364347  0.142
H  3.183799  0.282249  0.469488  0.140
H  2.506830  2.022845  0.785168  0.120
H  3.596853  0.305921  2.817638  0.157
H  1.147857  -0.399403  3.817357  0.120
H  0.933149  2.158076  3.451171  0.106
H  2.229382  1.598404  4.716799  0.137
H  3.362793  3.471624  4.043680  0.075
H  2.714013  3.543536  2.432523  0.059
H  -0.013288  0.609099  -1.672811  0.138
H  2.659455  1.826279  -1.569754  0.142
H  1.402658  1.753738  -2.971460  0.153
H  0.446228  5.077283  -0.929647  0.135

Atoms 1-3, force components in eV/Å:
C 0.17 -0.48 0.32
C -1.87 -1.54 -0.22
O -0.17 3.41 -2.40

# 3
Formula: C37H30MoNO4P2S3
Source: the OMol25 dataset
Level of theory: ωB97M-V with the def2-TZVPD basis set

net charge	+1
largest force on an atom	1.07	eV/Å
HOMO level	-0.4181	Ha
Kohn-Sham gap	0.2397	Ha
lowest unoccupied orbital energy	-4.86	eV
E	-3729.0028	hartree
ΔE to the lowest compared entry with this formula, charge and spin	0.363	eV

Last column: Löwdin charge in e.
Element x y z (Å)
Mo  -0.313032  0.823792  0.571721  1.525
S  0.383857  0.021985  2.844879  0.503
P  -0.835940  -1.510700  2.295480  0.572
C  -0.984184  -1.009774  0.599361  -0.622
P  -0.998889  -2.243267  -0.741959  0.472
S  0.818781  -2.511108  -1.426807  0.389
C  -2.198489  -1.735820  -1.993577  -0.359
C  -3.374976  -1.065392  -1.665834  -0.117
C  -4.312833  -0.785476  -2.645848  -0.063
C  -4.083650  -1.186134  -3.957029  -0.065
C  -2.913451  -1.853985  -4.286121  -0.059
C  -1.967335  -2.126300  -3.307960  -0.086
C  -1.722064  -3.758091  -0.058789  -0.350
C  -3.004723  -3.742415  0.489631  -0.086
C  -3.571726  -4.914890  0.961272  -0.063
C  -2.867240  -6.109095  0.871547  -0.064
C  -1.594443  -6.127065  0.320629  -0.066
C  -1.016299  -4.953184  -0.140644  -0.096
C  -0.096600  -3.111140  2.617717  -0.346
C  -0.846666  -4.175013  3.116757  -0.089
C  -0.234240  -5.397571  3.339479  -0.060
C  1.111499  -5.566681  3.047841  -0.049
C  1.855435  -4.513812  2.530970  -0.051
C  1.255418  -3.284848  2.322440  -0.095
C  -2.394270  -1.382838  3.167464  -0.353
C  -2.446094  -1.769647  4.508442  -0.083
C  -3.611323  -1.580580  5.230482  -0.050
C  -4.719051  -1.000002  4.624458  -0.049
C  -4.659587  -0.590435  3.300990  -0.050
C  -3.493856  -0.773536  2.573203  -0.085
H  -3.553171  -0.734535  -0.649835  0.088
H  -5.221338  -0.257021  -2.388625  0.115
H  -4.819121  -0.973328  -4.721696  0.113
H  -2.733180  -2.163035  -5.307146  0.114
H  -1.046298  -2.635195  -3.562842  0.085
H  -3.574183  -2.823690  0.542919  0.095
H  -4.567833  -4.899200  1.383916  0.114
H  -3.316385  -7.027821  1.225853  0.113
H  -1.047048  -7.057595  0.247796  0.116
H  -0.021664  -4.958542  -0.567484  0.073
H  -1.902564  -4.058513  3.316964  0.106
H  -0.813828  -6.221819  3.733121  0.118
H  1.584507  -6.524003  3.222950  0.115
H  2.903206  -4.648637  2.299486  0.115
H  1.839414  -2.461610  1.931970  0.083
H  -1.580176  -2.208484  4.989019  0.117
H  -3.654038  -1.878258  6.269286  0.116
H  -5.626871  -0.851858  5.193832  0.115
H  -5.514095  -0.114655  2.839261  0.115
H  -3.428355  -0.413586  1.555078  0.079
N  1.797658  0.166154  0.213094  -0.051
C  2.760807  1.100703  -0.316523  -0.229
C  3.937129  1.347361  0.365875  -0.007
C  4.858083  2.236728  -0.165672  -0.051
C  4.596382  2.864606  -1.375047  -0.052
C  3.412495  2.610608  -2.047058  -0.001
C  2.476153  1.722057  -1.524933  -0.122
C  1.173219  1.489848  -2.165675  -0.145
C  1.001748  1.607848  -3.535284  0.004
C  -0.265280  1.523483  -4.106100  -0.015
C  -1.392508  1.350102  -3.321763  -0.046
C  -1.244486  1.220099  -1.949653  -0.099
C  0.035501  1.222551  -1.379206  -0.210
H  2.148099  -0.207097  1.090217  0.036
H  1.676622  -0.637978  -0.429328  -0.018
H  4.133418  0.850959  1.309121  0.122
H  5.775424  2.442295  0.368459  0.115
H  5.307348  3.567750  -1.786003  0.114
H  3.194234  3.137261  -2.966471  0.120
H  1.862706  1.770978  -4.169654  0.123
H  -0.370143  1.624870  -5.178517  0.121
H  -2.380556  1.332928  -3.760104  0.116
H  -2.136857  1.136372  -1.339559  0.091
O  -1.743516  2.061818  0.899340  -0.471
S  -0.859704  3.332725  1.383760  0.410
O  -0.850631  4.292233  0.338270  -0.233
O  0.464094  2.495216  1.373183  -0.504
O  -1.243669  3.677567  2.701131  -0.224

Atoms 1-3, force components in eV/Å:
Mo -0.11 -0.64 -0.86
S -0.04 0.09 -0.08
P -0.01 0.04 0.17

- Look up the E of the third one.
  -3729.0028 hartree

- The lowest ΔE to the lowest compared entry with this formula, charge and spin belongs to which entry?
  C37H30MoNO4P2S3

- What is the E in the third record?
  -3729.0028 hartree

- Which value of largest force on an atom does entry 2 give?
  8.82 eV/Å